[1]
DFT (ωB97M-V/def2-TZVPD) results for a molecular structure, C22H36BeBrCl5CsF2N2O19S4 at a distorted geometry.

Results
Electronic energy (a.u.): -9100.15775
HOMO level (eV): -8.5
Multiplicity: 1
LUMO energy (Eh): -0.273
Largest force on an atom (eV/A): 10.232
Gap between HOMO and LUMO (eV): 1.13
Net charge: +1

Element x y z (Å)
O 6.404 -0.990 1.732
C 7.537 -1.432 1.119
C 7.400 -1.766 -0.481
N 8.325 -0.979 -1.382
S 8.256 0.745 -1.087
O 6.890 1.250 -0.539
O 8.413 1.426 -2.503
F 9.593 1.350 -0.156
S 9.960 -1.595 -1.385
O 10.683 -1.429 0.006
O 9.976 -3.114 -1.740
F 10.958 -0.828 -2.591
H 8.528 -1.501 1.759
H 7.535 -2.933 -0.687
H 6.289 -1.505 -0.826
C 4.213 1.448 1.506
O 3.063 0.706 1.879
C 2.988 0.505 3.291
C 1.594 0.011 3.685
O 0.645 1.079 3.811
C 0.162 1.621 2.575
C -0.866 0.712 1.896
O -0.206 -0.316 1.154
C -1.100 -1.346 0.762
H 5.126 0.937 1.831
H 4.226 1.537 0.416
H 4.169 2.454 1.934
H 3.211 1.441 3.815
H 3.733 -0.251 3.561
H 1.661 -0.434 4.683
H 1.228 -0.766 3.010
H 0.986 1.881 1.908
H -0.340 2.555 2.847
H -1.463 1.301 1.190
H -1.524 0.268 2.650
H -1.507 -1.849 1.645
H -0.542 -2.080 0.174
H -1.910 -0.943 0.149
Be 9.280 3.130 -2.922
C -4.308 6.322 1.177
C -3.224 5.824 1.776
C -3.010 4.354 1.890
O -1.995 3.927 2.428
C -4.046 3.462 1.346
C -5.131 3.961 0.751
C -5.332 5.429 0.613
O -6.331 5.857 0.045
O -6.110 3.128 0.241
O -2.258 6.656 2.311
H -4.475 7.387 1.085
H -3.886 2.397 1.452
H -6.790 3.727 -0.139
H -1.576 6.057 2.685
O -2.653 -4.276 -0.287
S -2.052 -5.592 -0.368
O -0.713 -5.794 -0.876
O -3.069 -6.590 -1.158
C -3.488 -6.232 -2.468
C -2.376 -6.423 -3.484
C -2.156 -6.362 1.228
H -3.866 -5.204 -2.485
H -4.326 -6.888 -2.730
H -1.546 -5.739 -3.296
H -2.739 -6.238 -4.498
H -1.975 -7.442 -3.428
H -3.172 -6.251 1.615
H -1.448 -5.858 1.887
H -1.887 -7.415 1.131
C 9.920 -6.853 -1.859
Cl 9.562 -6.261 -3.500
Cl 9.581 -8.600 -1.771
Cl 11.638 -6.563 -1.484
Cl 8.901 -5.990 -0.680
C -1.367 -2.701 -3.385
C -0.906 -2.855 -4.825
N -0.523 -2.982 -6.020
H -2.281 -3.279 -3.223
H -0.592 -3.062 -2.704
H -1.569 -1.648 -3.169
Cl -0.357 -4.409 1.535
C -9.171 7.983 0.135
C -8.911 8.101 -1.364
O -9.679 7.058 -1.959
S -11.023 6.815 -1.068
O -12.111 7.540 -1.685
O -11.102 5.412 -0.734
O -10.550 7.638 0.257
H -8.577 7.175 0.576
H -8.963 8.916 0.665
H -7.853 7.991 -1.613
H -9.279 9.056 -1.754
Br -0.461 -2.597 3.639
Cs -1.960 -2.370 -1.144

Atomic partial charges in e from the Löwdin method, atoms 1 to 2: -0.068, -0.071

[2]
DFT (ωB97M-V/def2-TZVPD) results for 10 unconnected molecules or ions with the total composition C22H36Br4F2N6O12 at a distorted geometry.

Results
Electronic energy (a.u.): -12586.44198
HOMO level (eV): -9.0
Multiplicity: 1
LUMO energy (Eh): -0.013
Largest force on an atom (eV/A): 4.004
Gap between HOMO and LUMO (eV): 8.63
Net charge: 0

Element x y z (Å)
C -2.398 -0.503 3.244
N -1.768 0.841 3.138
O -0.760 1.073 3.721
O -2.338 1.700 2.525
H -1.751 -1.193 2.703
H -3.396 -0.480 2.808
H -2.347 -0.782 4.297
C -5.404 -0.152 0.498
N -4.204 -0.081 -0.428
O -3.492 0.929 -0.383
O -3.915 -0.962 -1.230
H -5.195 -0.001 1.557
H -5.836 -1.131 0.290
H -6.099 0.580 0.087
C 2.813 4.558 -2.110
N 1.330 4.120 -2.068
O 0.570 4.435 -2.979
O 0.932 3.429 -1.111
H 3.162 4.283 -3.106
H 3.307 4.074 -1.268
H 2.905 5.635 -1.964
C -2.066 -1.556 -4.896
N -0.943 -2.427 -4.388
O -1.248 -3.272 -3.583
O 0.173 -2.335 -4.905
H -1.848 -0.552 -5.262
H -2.786 -1.494 -4.081
H -2.485 -2.137 -5.718
C -0.698 0.255 -1.178
N -0.387 -0.309 0.169
O 0.568 0.284 0.769
O -0.963 -1.361 0.587
H 0.199 0.109 -1.780
H -1.018 1.283 -1.008
H -1.451 -0.211 -1.813
C 1.947 2.479 2.329
N 2.113 3.937 2.472
O 1.572 4.494 3.395
O 2.975 4.414 1.726
H 1.087 2.427 1.661
H 1.767 1.982 3.282
H 2.779 2.006 1.807
Br 2.241 -2.876 -0.431
C 2.236 -2.230 -2.302
C 3.535 -1.546 -2.672
Br 3.306 0.388 -2.556
H 1.376 -1.602 -2.532
H 2.134 -3.119 -2.924
H 3.648 -1.678 -3.748
H 4.459 -1.872 -2.194
Br -0.389 5.912 1.743
C -1.468 4.929 0.324
C -2.965 5.293 0.187
Br -3.964 4.322 -1.292
H -1.278 3.858 0.391
H -1.002 5.295 -0.591
H -3.067 6.371 0.069
H -3.569 4.996 1.045
F 7.763 -0.248 3.590
C 6.602 -0.242 2.952
C 5.852 -1.329 3.088
C 4.619 -1.393 2.410
C 4.211 -0.297 1.638
C 4.916 0.825 1.532
C 6.207 0.824 2.092
H 6.152 -2.061 3.823
H 4.063 -2.317 2.459
H 3.249 -0.349 1.149
H 4.637 1.603 0.837
H 6.839 1.698 2.156
F -3.526 -2.767 1.428
C -3.344 -3.898 0.763
C -3.478 -5.072 1.472
C -3.152 -6.320 0.912
C -2.720 -6.390 -0.480
C -2.494 -5.200 -1.151
C -2.753 -3.942 -0.533
H -3.815 -5.097 2.497
H -3.094 -7.278 1.406
H -2.608 -7.329 -1.001
H -2.151 -5.156 -2.174
H -2.608 -3.095 -1.187

Atomic partial charges in e from the Löwdin method, atoms 1 to 2: 0.050, -0.464

[3]
DFT (ωB97M-V/def2-TZVPD) results for a molecular structure, C22H36N2O5PPtS4SbSi at a distorted geometry.

Results
Electronic energy (a.u.): -3928.96217
HOMO level (alpha / beta) (eV): -4.7 / -4.7
⟨S²⟩: 0.773
Multiplicity: 2
LUMO energy (alpha / beta) (Eh): -0.014 / -0.012
Largest force on an atom (eV/A): 2.611
Gap between HOMO and LUMO (alpha / beta) (eV): 4.31 / 4.38
Net charge: -1

Element x y z (Å)
Pt 0.596 -0.731 -0.763
O -1.234 0.584 -1.364
N -1.621 1.147 -2.466
C -2.121 0.398 -3.467
C -2.607 0.967 -4.617
C -2.586 2.357 -4.749
C -2.048 3.114 -3.735
C -1.543 2.515 -2.576
S -0.864 3.389 -1.296
H -2.110 -0.669 -3.293
H -3.018 0.341 -5.391
H -2.972 2.829 -5.639
H -2.014 4.191 -3.791
S 3.360 -5.044 -0.639
Sb 1.415 -3.718 -0.210
S 2.468 -1.793 0.706
S 0.998 -2.731 -2.371
C 1.534 0.789 -3.958
Si 2.946 0.657 -2.673
C 3.964 -0.948 -2.867
C 4.188 2.080 -3.032
N 2.048 0.714 -1.184
C 2.223 1.468 -0.081
C 1.190 1.511 0.886
C 1.341 2.215 2.057
C 2.513 2.916 2.308
C 3.531 2.903 1.366
C 3.399 2.194 0.194
H 1.889 0.714 -4.980
H 1.006 1.734 -3.856
H 0.824 -0.016 -3.784
H 4.631 -0.870 -3.720
H 3.317 -1.806 -3.023
H 4.564 -1.156 -1.986
H 4.372 2.142 -4.101
H 5.148 1.902 -2.554
H 3.822 3.047 -2.703
H 0.255 0.978 0.674
H 0.549 2.217 2.791
H 2.627 3.460 3.233
H 4.445 3.442 1.569
H 4.215 2.157 -0.506
C -3.201 1.168 1.184
C -3.255 -0.356 1.288
C -3.752 -0.951 -0.026
C -4.151 -0.828 2.433
O -1.912 -0.750 1.568
P -1.424 -2.261 1.270
O -2.414 -3.302 1.597
O -0.846 -2.301 -0.134
O -0.088 -2.346 2.176
C -0.017 -2.205 3.590
C 0.258 -0.738 3.929
C -1.286 -2.676 4.297
C 1.158 -3.085 4.032
H -4.183 1.570 0.957
H -2.507 1.440 0.393
H -2.846 1.598 2.117
H -4.709 -0.507 -0.297
H -3.866 -2.026 0.077
H -3.017 -0.748 -0.801
H -5.190 -0.578 2.234
H -3.850 -0.371 3.373
H -4.048 -1.907 2.508
H -0.570 -0.126 3.579
H 1.169 -0.408 3.432
H 0.367 -0.622 5.006
H -2.109 -2.000 4.086
H -1.108 -2.704 5.372
H -1.560 -3.667 3.946
H 2.082 -2.739 3.571
H 0.978 -4.113 3.721
H 1.260 -3.049 5.114

Atomic partial charges in e from the Löwdin method, atoms 1 to 2: 0.895, -0.292